(1)
Below is C30H37IrN2OPS5 as an isolated structure, with properties calculated with ωB97M-V/def2-TZVPD.

Each line ends with the Löwdin charge.
CARTESIAN COORDINATES (ANGSTROEM)
Ir (-0.792, 0.152, 0.908)  0.758
C (2.130, -1.101, 4.073)  0.011
C (1.016, -1.160, 3.063)  -0.219
N (0.524, -0.059, 2.508)  -0.120
N (1.088, 1.070, 3.035)  -0.078
C (0.646, 2.200, 2.596)  -1.018
S (-0.513, 2.311, 1.352)  0.670
S (1.338, 3.603, 3.352)  1.008
C (0.970, 4.949, 2.182)  -0.408
C (1.670, 4.824, 0.851)  -0.318
C (0.942, 4.967, -0.325)  -0.082
C (1.573, 4.881, -1.561)  -0.096
C (2.936, 4.632, -1.629)  -0.076
C (3.669, 4.489, -0.456)  -0.065
C (3.040, 4.583, 0.776)  -0.061
C (0.464, -2.466, 2.805)  -0.111
C (1.172, -3.632, 3.112)  -0.011
C (0.559, -4.867, 3.057)  0.004
C (-0.815, -4.988, 2.722)  -0.016
C (-1.536, -3.887, 2.392)  0.029
C (-0.915, -2.590, 2.399)  -0.349
O (-1.590, -1.582, 2.069)  -0.183
H (2.301, -0.098, 4.431)  0.078
H (3.054, -1.461, 3.608)  0.108
H (1.903, -1.757, 4.911)  0.106
H (1.310, 5.826, 2.736)  0.097
H (-0.108, 5.036, 2.057)  0.074
H (-0.122, 5.176, -0.274)  0.117
H (1.001, 5.020, -2.470)  0.115
H (3.430, 4.566, -2.589)  0.112
H (4.736, 4.315, -0.502)  0.114
H (3.621, 4.479, 1.684)  0.114
H (2.217, -3.573, 3.383)  0.124
H (1.133, -5.758, 3.279)  0.127
H (-1.280, -5.965, 2.724)  0.127
H (-2.581, -3.935, 2.117)  0.123
C (-3.222, 0.874, -3.003)  -0.481
C (-3.092, 1.843, -1.830)  -0.447
S (-2.802, 1.287, -0.121)  0.786
C (-4.179, 0.176, 0.242)  -0.461
C (-4.190, -1.187, -0.459)  -0.453
S (-2.567, -1.970, -0.429)  0.890
C (-2.417, -2.772, -2.043)  -0.478
C (-2.673, -1.898, -3.271)  -0.483
S (-1.850, -0.290, -3.194)  0.897
H (-3.261, 1.482, -3.907)  0.089
H (-4.155, 0.320, -2.947)  0.071
H (-4.011, 2.427, -1.748)  0.098
H (-2.273, 2.546, -1.997)  0.076
H (-5.102, 0.715, 0.028)  0.102
H (-4.109, 0.049, 1.324)  0.085
H (-4.514, -1.099, -1.493)  0.062
H (-4.895, -1.832, 0.063)  0.096
H (-3.091, -3.629, -2.048)  0.091
H (-1.392, -3.148, -2.044)  0.064
H (-3.738, -1.740, -3.432)  0.077
H (-2.294, -2.403, -4.159)  0.084
C (2.489, 0.853, 0.295)  -0.180
P (0.932, 0.362, -0.470)  0.764
C (0.738, 1.609, -1.755)  -0.223
C (1.232, -1.219, -1.261)  -0.351
C (1.585, -2.308, -0.459)  -0.085
C (1.852, -3.539, -1.034)  -0.051
C (1.763, -3.690, -2.412)  -0.047
C (1.401, -2.615, -3.213)  -0.051
C (1.127, -1.380, -2.642)  -0.114
H (2.798, 0.166, 1.081)  0.054
H (2.417, 1.863, 0.699)  0.035
H (3.232, 0.840, -0.503)  0.082
H (1.642, 1.657, -2.365)  0.081
H (0.595, 2.571, -1.266)  0.012
H (-0.118, 1.380, -2.382)  -0.009
H (1.659, -2.191, 0.616)  0.082
H (2.134, -4.379, -0.412)  0.115
H (1.976, -4.650, -2.864)  0.120
H (1.338, -2.735, -4.287)  0.122
H (0.847, -0.551, -3.277)  0.072

Force components x, y, z for each atom (eV/Å):
-0.1 0.1 1.1
-0.1 0.0 0.0
-0.1 0.1 0.0
0.6 -0.5 -0.1
-0.1 0.0 0.0
0.3 0.0 0.0
-0.2 0.8 0.0
0.0 0.0 0.1
0.0 -0.2 -0.1
0.0 -0.1 0.0
0.0 0.1 0.0
0.0 0.1 0.0
0.0 0.0 0.0
0.0 0.0 -0.1
0.0 0.0 0.0
0.0 0.0 0.0
0.0 0.1 -0.1
-0.1 0.0 -0.1
0.1 0.0 0.0
0.0 0.0 0.0
-0.1 -0.1 -0.1
-0.9 0.5 0.2
0.0 0.0 0.0
0.0 0.0 0.0
0.0 0.0 0.0
0.0 0.0 0.0
0.0 0.1 0.0
0.0 0.0 0.0
0.0 0.0 0.0
0.0 0.0 0.0
0.0 0.0 0.0
0.0 0.0 0.0
0.0 0.0 0.1
0.0 0.0 0.0
0.0 0.0 0.0
0.0 0.0 0.0
0.0 0.0 0.2
0.2 -0.1 -0.1
-0.2 -0.6 -0.1
0.1 -0.2 -0.1
0.1 0.1 0.0
0.4 -0.7 -0.1
-0.2 0.2 -0.1
0.1 0.0 0.2
-0.1 0.1 -0.2
-0.1 0.0 0.0
0.0 0.0 0.0
0.0 0.1 0.0
0.0 0.0 0.0
0.0 0.0 0.1
-0.1 0.0 0.0
0.0 0.0 0.0
-0.1 0.0 0.0
0.1 -0.1 -0.1
0.0 0.0 0.0
0.0 0.0 0.0
0.0 -0.1 0.0
0.0 -0.2 0.1
0.1 0.5 -0.9
0.0 -0.1 0.0
-0.1 -0.2 0.1
0.0 0.1 -0.1
0.0 0.0 0.0
0.0 -0.1 0.0
0.0 0.0 0.0
0.1 0.0 0.0
0.0 0.0 0.0
0.0 0.0 -0.1
0.0 0.0 0.0
0.0 0.0 0.0
0.1 0.0 0.0
0.0 0.0 0.0
0.1 0.0 -0.1
0.0 0.0 0.0
0.0 0.0 0.0
0.0 0.0 0.0
0.1 0.0 0.0

Results
* charge: +2
* 2S+1: 2
* molecular weight: 825.17 Da
* HOMO-LUMO gap (spin up / spin down): 6.88 / 5.09 eV
* strongest force on any atom: 1.15 eV/Å
* E_LUMO (spin up / spin down): -6.5133 / -8.4114 eV
* ⟨S²⟩: 0.816



(2)
Below is a 2-piece molecular cluster, C30H37N4O2 overall, with properties calculated with ωB97M-V/def2-TZVPD.

Each line ends with the Löwdin charge.
CARTESIAN COORDINATES (ANGSTROEM)
C (7.396, 3.033, -0.447)  -0.080
O (7.035, 1.687, -0.231)  -0.059
C (5.663, 1.454, -0.082)  -0.201
C (5.244, 0.137, 0.147)  0.024
C (3.921, -0.181, 0.308)  0.004
C (2.928, 0.812, 0.248)  -0.207
C (1.561, 0.455, 0.421)  0.063
C (0.543, 1.389, 0.373)  -0.077
C (-0.804, 1.174, 0.528)  0.039
N (-1.717, 2.194, 0.441)  0.061
C (-3.190, 2.017, 0.580)  -0.146
C (-3.747, 1.074, -0.486)  -0.087
C (-5.220, 0.835, -0.362)  -0.245
C (-6.092, 1.224, -1.367)  -0.038
C (-7.455, 1.061, -1.224)  -0.068
C (-7.967, 0.505, -0.071)  -0.078
C (-7.110, 0.102, 0.932)  -0.070
C (-5.748, 0.260, 0.781)  -0.044
C (-3.802, 3.407, 0.493)  -0.382
O (-4.975, 3.691, 0.613)  0.122
N (-2.764, 4.280, 0.246)  -0.029
C (-2.981, 5.702, 0.066)  -0.001
C (-1.414, 3.650, 0.211)  -0.429
C (-0.585, 4.214, 1.367)  0.013
C (-0.804, 3.862, -1.175)  0.014
C (3.352, 2.140, 0.015)  0.010
C (4.679, 2.445, -0.144)  0.001
H (8.483, 3.088, -0.543)  0.104
H (6.941, 3.401, -1.368)  0.099
H (7.085, 3.646, 0.401)  0.099
H (5.995, -0.629, 0.195)  0.127
H (3.620, -1.199, 0.484)  0.112
H (1.312, -0.581, 0.576)  0.108
H (0.838, 2.399, 0.186)  0.049
H (-1.175, 0.184, 0.724)  0.150
H (-3.383, 1.609, 1.578)  0.165
H (-3.528, 1.506, -1.465)  0.128
H (-3.221, 0.115, -0.463)  0.123
H (-5.697, 1.676, -2.259)  0.111
H (-8.123, 1.383, -2.007)  0.108
H (-9.032, 0.393, 0.051)  0.107
H (-7.506, -0.319, 1.842)  0.107
H (-5.080, -0.047, 1.566)  0.109
H (-4.045, 5.921, 0.122)  0.102
H (-2.462, 6.261, 0.841)  0.091
H (-2.605, 6.020, -0.905)  0.091
H (-1.137, 4.088, 2.297)  0.106
H (0.373, 3.714, 1.491)  0.073
H (-0.399, 5.279, 1.237)  0.092
H (-1.499, 3.506, -1.934)  0.101
H (-0.620, 4.918, -1.367)  0.092
H (0.131, 3.325, -1.319)  0.074
H (2.632, 2.936, -0.041)  0.106
H (4.973, 3.462, -0.317)  0.106
C (2.752, -8.194, 0.884)  -0.057
N (2.496, -7.301, -0.242)  -0.193
C (2.704, -7.858, -1.575)  -0.058
C (2.075, -5.958, -0.051)  -0.222
C (2.502, -4.927, -0.878)  -0.017
C (2.065, -3.644, -0.645)  -0.177
N (1.243, -3.285, 0.328)  0.029
C (0.830, -4.278, 1.103)  -0.161
C (1.208, -5.593, 0.970)  -0.015
H (2.611, -7.676, 1.830)  0.081
H (2.080, -9.048, 0.849)  0.086
H (3.779, -8.550, 0.844)  0.086
H (2.449, -7.131, -2.343)  0.080
H (3.743, -8.152, -1.703)  0.086
H (2.070, -8.731, -1.713)  0.086
H (3.202, -5.137, -1.668)  0.108
H (2.413, -2.852, -1.291)  0.098
H (0.144, -4.012, 1.893)  0.103
H (0.816, -6.350, 1.626)  0.109

Force components x, y, z for each atom (eV/Å):
0.2 0.5 -0.1
-2.4 -0.9 0.3
1.3 -0.1 -0.1
0.7 0.0 -0.1
-0.1 0.3 0.0
0.4 0.3 -0.1
-1.0 0.7 -0.1
1.5 0.0 -0.1
-2.3 2.3 -0.2
0.5 -1.1 0.1
0.2 -1.0 0.5
0.1 -0.1 -0.5
-0.3 0.1 0.0
0.2 0.0 0.0
-0.1 0.0 -0.2
-0.3 0.0 0.0
0.0 -0.1 0.3
0.1 0.0 0.0
0.5 0.7 -0.1
0.9 -0.3 -0.1
-0.2 -1.2 0.1
0.4 0.0 0.0
-0.2 0.5 -0.1
0.0 -0.1 0.1
0.0 -0.1 -0.1
-0.1 -0.6 0.1
0.4 0.4 -0.1
-0.2 -0.2 0.0
0.1 0.1 0.0
0.0 0.1 0.0
0.2 -0.2 0.0
0.0 -0.3 0.1
0.0 -0.5 0.1
0.1 0.1 0.0
-0.4 -0.2 0.0
-0.1 0.1 -0.1
0.0 0.0 -0.1
0.1 0.0 0.2
0.1 0.1 -0.3
-0.1 0.0 -0.1
-0.1 0.0 0.0
0.0 -0.1 0.1
0.1 -0.2 0.3
0.0 -0.2 0.0
0.0 0.1 0.1
0.0 0.1 -0.1
-0.1 0.0 0.0
0.0 0.1 -0.1
0.0 0.0 -0.1
-0.1 0.0 0.0
0.0 0.0 0.1
0.0 0.1 0.0
0.0 0.2 0.0
-0.1 0.3 0.0
-0.4 0.4 -0.5
-0.5 1.5 0.2
0.1 0.4 0.6
0.6 -1.9 -0.3
0.2 -0.2 -0.4
0.3 0.1 -0.4
-0.1 0.5 0.0
-0.3 -0.1 0.6
0.0 -0.3 0.3
0.0 0.0 -0.1
-0.1 -0.2 0.1
0.2 -0.1 0.0
0.0 0.0 0.1
0.2 -0.1 -0.2
-0.1 -0.2 0.0
0.1 0.1 -0.2
0.1 0.2 -0.2
-0.1 0.0 0.1
-0.1 0.0 0.2

Results
* charge: +1
* molecular weight: 485.65 Da
* HOMO-LUMO gap: 5.64 eV
* strongest force on any atom: 3.28 eV/Å
* E_LUMO: -4.4440 eV



(3)
Below is C30H38BrCl2HgN3O3S2 as an isolated structure, with properties calculated with ωB97M-V/def2-TZVPD.

Each line ends with the Löwdin charge.
CARTESIAN COORDINATES (ANGSTROEM)
Hg (-0.056, 1.800, -1.213)  0.831
C (-1.817, 4.044, 0.450)  -0.086
O (-1.689, 3.736, -0.939)  -0.310
C (-2.950, 3.635, -1.602)  -0.180
C (-2.705, 2.950, -2.922)  -0.173
O (-2.204, 1.629, -2.755)  -0.219
C (-3.185, 0.604, -2.570)  -0.156
C (-3.106, -0.063, -1.218)  -0.223
O (-3.392, 0.867, -0.197)  -0.210
C (-3.454, 0.244, 1.072)  -0.092
H (-2.376, 4.973, 0.579)  0.102
H (-2.321, 3.228, 0.973)  0.083
H (-0.812, 4.166, 0.851)  0.049
H (-3.640, 3.054, -0.988)  0.122
H (-3.357, 4.640, -1.759)  0.141
H (-3.621, 2.939, -3.518)  0.135
H (-1.940, 3.490, -3.484)  0.132
H (-4.184, 1.024, -2.714)  0.136
H (-3.013, -0.152, -3.340)  0.135
H (-3.840, -0.881, -1.207)  0.137
H (-2.112, -0.499, -1.060)  0.075
H (-4.271, -0.483, 1.108)  0.096
H (-2.510, -0.258, 1.307)  0.061
H (-3.634, 1.021, 1.812)  0.094
S (0.542, -0.423, -2.096)  0.634
C (0.671, -1.272, -0.577)  -0.644
N (1.091, -2.561, -0.645)  -0.123
C (1.346, -3.306, 0.576)  -0.103
C (0.245, -3.012, 1.560)  -0.103
N (0.168, -1.574, 1.758)  -0.126
C (0.021, -1.145, 3.146)  -0.147
C (1.321, -1.230, 3.916)  -0.208
C (2.514, -0.781, 3.354)  -0.052
C (3.696, -0.844, 4.075)  -0.073
C (3.700, -1.355, 5.367)  -0.080
C (2.517, -1.806, 5.930)  -0.071
C (1.334, -1.747, 5.204)  -0.038
C (0.350, -0.724, 0.711)  -0.646
S (0.205, 0.972, 1.085)  0.621
C (1.226, -3.328, -1.882)  -0.138
C (0.080, -4.297, -2.059)  -0.213
C (0.321, -5.645, -2.282)  -0.040
C (-0.735, -6.533, -2.444)  -0.072
C (-2.042, -6.077, -2.377)  -0.080
C (-2.290, -4.728, -2.151)  -0.073
C (-1.236, -3.844, -1.995)  -0.039
H (2.316, -3.023, 0.996)  0.141
H (1.364, -4.367, 0.332)  0.134
H (0.458, -3.479, 2.520)  0.137
H (-0.709, -3.397, 1.184)  0.140
H (-0.724, -1.793, 3.612)  0.131
H (-0.378, -0.133, 3.160)  0.076
H (2.519, -0.381, 2.345)  0.093
H (4.619, -0.496, 3.628)  0.106
H (4.623, -1.405, 5.928)  0.107
H (2.513, -2.212, 6.933)  0.108
H (0.412, -2.107, 5.647)  0.115
H (2.170, -3.874, -1.831)  0.132
H (1.294, -2.640, -2.720)  0.069
H (1.342, -6.007, -2.332)  0.115
H (-0.535, -7.582, -2.618)  0.108
H (-2.865, -6.767, -2.500)  0.106
H (-3.310, -4.368, -2.104)  0.104
H (-1.429, -2.789, -1.830)  0.090
Cl (2.426, 4.050, 1.139)  0.516
C (2.249, 3.328, 2.751)  -1.010
Cl (0.684, 3.716, 3.473)  0.523
H (3.029, 3.729, 3.386)  0.030
H (2.315, 2.251, 2.643)  -0.023
Br (5.123, 3.261, -3.471)  0.805
C (3.454, 3.930, -2.926)  -0.671
C (3.188, 5.289, -2.933)  -0.080
C (1.938, 5.716, -2.516)  -0.030
C (1.006, 4.781, -2.107)  -0.132
N (1.273, 3.472, -2.106)  -0.045
C (2.474, 3.048, -2.507)  -0.190
H (3.942, 5.993, -3.256)  0.117
H (1.688, 6.767, -2.504)  0.119
H (0.021, 5.065, -1.765)  0.106
H (2.652, 1.979, -2.491)  0.089

Force components x, y, z for each atom (eV/Å):
0.1 0.1 0.0
0.0 0.0 0.0
0.0 -0.1 0.1
0.1 0.0 0.1
0.0 0.0 -0.1
0.0 0.1 0.1
0.0 0.0 0.0
0.0 0.0 0.0
0.0 0.0 0.0
0.0 0.0 0.0
0.0 0.0 0.0
0.0 0.0 0.0
0.0 0.0 0.0
0.0 0.0 0.0
0.0 0.0 0.0
0.0 0.0 0.0
0.0 0.0 0.0
0.0 0.0 0.0
0.0 0.0 0.0
0.0 0.0 0.0
0.0 0.0 0.0
0.0 0.0 0.0
0.0 0.0 0.0
0.0 0.0 0.0
0.1 -0.1 0.0
0.0 0.0 -0.1
0.0 0.0 0.0
0.0 0.0 0.0
0.0 0.0 0.0
0.0 0.0 0.0
0.0 0.0 0.0
0.0 0.0 0.0
0.0 0.0 0.0
0.0 0.0 0.0
0.0 0.0 0.0
0.0 0.0 0.0
0.0 0.0 0.0
0.0 -0.1 0.0
-0.1 0.1 -0.1
0.0 0.0 0.0
0.0 0.0 0.0
0.0 0.0 0.0
0.0 0.0 0.0
0.0 0.0 0.0
0.0 0.0 0.0
0.0 0.0 0.0
0.0 0.0 0.0
0.0 0.0 0.0
0.0 0.0 0.0
0.0 0.0 0.0
0.0 0.0 0.0
0.0 0.0 0.0
0.0 0.0 0.0
0.0 0.0 0.0
0.0 0.0 0.0
0.0 0.0 0.0
0.0 0.0 0.0
0.0 0.0 0.0
0.0 0.0 0.0
0.0 0.0 0.0
0.0 0.0 0.0
0.0 0.0 0.0
0.0 0.0 0.0
0.0 0.0 0.0
0.0 0.0 0.0
0.0 0.0 0.0
0.0 0.0 0.0
0.0 0.0 0.0
0.0 0.0 0.0
0.0 0.0 0.0
0.0 0.0 0.0
0.0 0.0 0.0
0.0 0.0 0.0
0.0 0.0 0.0
0.0 0.0 0.0
0.0 0.0 0.0
0.0 0.0 0.0
0.0 0.0 0.0
0.0 0.0 0.0
0.0 0.0 0.0

Results
* charge: +1
* 2S+1: 2
* molecular weight: 904.19 Da
* HOMO-LUMO gap (spin up / spin down): 6.95 / 7.78 eV
* strongest force on any atom: 0.14 eV/Å
* E_LUMO (spin up / spin down): -2.2490 / -3.1123 eV
* ⟨S²⟩: 0.754